Here is one molecule with the formula FH3P2S2 from the Open Molecules 2025 dataset. Energies are from ωB97M-V/def2-TZVPD.

Summary:
- SMILES: FP(=S)=[PH2]S
- Charge: 0
- LUMO level: -0.0600 Ha

```
8
Properties=species:S:1:pos:R:3:lowdin_charge:R:1
F 2.094 1.534 -0.406 -0.457
P 1.937 0.331 0.672 0.218
S 3.051 -1.044 -0.072 0.117
P -0.541 -0.032 0.010 0.288
S -2.560 -0.027 -0.554 0.258
H -0.838 0.972 0.882 -0.148
H -0.622 -0.868 1.153 -0.115
H -2.521 -0.865 -1.685 -0.161
```

Here is a 2-piece molecular cluster, FH3P2S2 overall from the Open Molecules 2025 dataset. Energies are from ωB97M-V/def2-TZVPD.

Summary:
- SMILES: S=PS.FP
- Charge: 0
- LUMO level: -0.0512 Ha

```
8
Properties=species:S:1:pos:R:3:lowdin_charge:R:1
S 2.531 -1.438 0.110 -0.010
P 1.996 0.342 0.741 -0.033
S 2.694 1.754 -0.604 0.243
H 3.845 1.137 -0.991 -0.176
F -0.701 0.441 -0.609 -0.540
P -1.123 -0.949 0.242 0.744
H -2.426 -0.765 -0.035 -0.170
H -1.275 -0.142 1.564 -0.059
```

Here is a 2-piece molecular cluster, FH3P2S2 overall from the Open Molecules 2025 dataset. Energies are from ωB97M-V/def2-TZVPD.

Summary:
- Charge: 0
- LUMO level (spin up / spin down): -0.0927 / -0.0902 Ha

```
8
Properties=species:S:1:pos:R:3:lowdin_charge:R:1
F -1.114 -0.262 -1.943 -0.400
P -0.031 1.801 -0.168 0.554
P -0.782 -0.208 -0.386 -0.010
S -2.554 -0.706 0.287 0.190
S 2.077 -1.470 0.043 0.145
H 1.268 1.536 0.271 -0.178
H -0.477 2.017 1.243 -0.083
H 1.612 -2.706 0.652 -0.217
```

Relative energy (zero: lowest compared OMol25 entry of this formula, charge and spin) readings, ordered: 99.4, 140.4, 266.6 kJ/mol